Arrangement A

Formula: C5H7FN2
Source: OMol25
Level of theory: wB97M-V/def2-TZVPD

Geometry (Å):
C -1.641 -1.465 -0.069
C 0.516 -0.864 1.033
C 1.197 0.355 0.360
C 0.099 0.315 -0.618
C -0.951 1.331 -0.365
H -2.154 -1.672 -1.014
H -2.240 -0.821 0.589
H -1.626 -2.468 0.418
H 1.255 -1.657 1.310
H -0.083 -0.530 1.897
H 1.466 1.324 0.846
H 0.394 0.417 -1.670
N -0.240 -1.063 -0.183
N -1.754 2.125 -0.110
F 2.402 -0.007 -0.263

The value obtained for the HOMO energy is -9.72 eV. The lowest unoccupied orbital energy comes out at 0.9 eV. As for the spin multiplicity: 1. As for the structure (SMILES): CN1C[C@@H](F)[C@@H]1C#N. As for the total charge: 0.

From a natural (NBO) analysis of the wavefunction, the atomic charges in e read:
1. C -0.43
2. C -0.25
3. C 0.20
4. C -0.19
5. C 0.26
6. H 0.22
7. H 0.19
8. H 0.21
9. H 0.22
10. H 0.19
11. H 0.20
12. H 0.25
13. N -0.39
14. N -0.30
15. F -0.36

=====

Arrangement B

Formula: C5H7FN2
Source: OMol25
Level of theory: wB97M-V/def2-TZVPD

Geometry (Å):
C 0.412 1.694 0.008
C -0.395 0.727 -0.208
C 1.880 -0.664 -0.156
C -1.469 -1.426 0.430
C -1.496 -0.175 -0.457
N 2.488 0.395 0.101
N 1.864 1.553 0.235
F 2.402 -1.874 -0.087
H 0.197 2.749 0.116
H -2.230 -2.132 0.099
H -1.659 -1.162 1.468
H -0.493 -1.905 0.367
H -2.439 0.362 -0.286
H -1.471 -0.475 -1.509
H 2.408 2.332 -0.123

The value obtained for the HOMO energy (alpha / beta) is -8.22 / -8.33 eV. The lowest unoccupied orbital energy (alpha / beta) comes out at -0.4 / 0.0 eV. As for the spin multiplicity: 1. As for the total charge: 0.

From a natural (NBO) analysis of the wavefunction, the atomic charges in e read:
1. C -0.18
2. C 0.11
3. C 0.49
4. C -0.58
5. C -0.51
6. N -0.33
7. N -0.40
8. F -0.32
9. H 0.22
10. H 0.21
11. H 0.21
12. H 0.22
13. H 0.23
14. H 0.24
15. H 0.38

=====

Arrangement C

Formula: C5H7FN2
Source: OMol25
Level of theory: wB97M-V/def2-TZVPD

Geometry (Å):
C -0.597 -1.622 0.911
C -0.363 -0.242 0.390
C 0.880 0.255 1.080
C 0.165 1.608 -1.408
C 0.019 0.074 -1.096
H -0.221 -2.524 0.194
H -0.383 -1.554 2.088
H -1.369 0.266 0.702
H 1.076 0.488 2.136
H -0.139 2.015 -2.361
H -0.036 2.167 -0.364
H -0.200 -0.522 -1.938
N 1.735 0.864 0.283
N 1.429 0.618 -1.165
F -1.996 -1.892 0.548

The value obtained for the HOMO energy is -9.53 eV. The lowest unoccupied orbital energy comes out at 0.7 eV. As for the spin multiplicity: 1. As for the structure (SMILES): FC[C@H]1C=NN2C[C@H]12. As for the total charge: 0.

From a natural (NBO) analysis of the wavefunction, the atomic charges in e read:
1. C 0.03
2. C -0.37
3. C 0.02
4. C -0.28
5. C -0.12
6. H 0.22
7. H 0.20
8. H 0.26
9. H 0.22
10. H 0.23
11. H 0.21
12. H 0.23
13. N -0.22
14. N -0.23
15. F -0.41

=====

Most stable: arrangement A (next structure +64.0 kcal/mol)

=====

Arrangement A

Formula: C3H4P2
Source: OMol25
Level of theory: wB97M-V/def2-TZVPD

Geometry (Å):
C 0.803 0.482 0.242
C -1.697 -0.530 -0.792
C 1.716 0.728 1.158
P 0.192 -0.118 -1.251
P -0.718 -1.978 -0.816
H -2.147 0.016 0.055
H -2.057 -0.318 -1.747
H 1.210 1.502 1.758
H 2.699 0.216 1.392

The value obtained for the HOMO energy (alpha / beta) is -8.14 / -7.60 eV. The lowest unoccupied orbital energy (alpha / beta) comes out at -0.6 / -1.1 eV. As for the spin multiplicity: 1. As for the structure (SMILES): C=C=P1=PC1. As for the total charge: 0.

From a natural (NBO) analysis of the wavefunction, the atomic charges in e read:
1. C -0.30
2. C -0.94
3. C -0.50
4. P 0.43
5. P 0.34
6. H 0.25
7. H 0.24
8. H 0.24
9. H 0.24

=====

Arrangement B

Formula: C3H4P2
Source: OMol25
Level of theory: wB97M-V/def2-TZVPD

Geometry (Å):
C -0.416 -0.008 -0.699
C 0.494 -0.329 0.477
C 0.868 0.594 1.800
P -0.958 -0.999 -2.026
P 2.044 0.877 0.662
H -0.952 0.873 -0.708
H 0.707 -1.404 0.434
H -2.072 -0.177 -2.545
H 0.286 0.573 2.605

The value obtained for the HOMO energy is -8.24 eV. The lowest unoccupied orbital energy comes out at -0.5 eV. As for the spin multiplicity: 1. As for the structure (SMILES): [H]/P=C/[C@@H]1C=P1. As for the total charge: 0.

From a natural (NBO) analysis of the wavefunction, the atomic charges in e read:
1. C -0.52
2. C -0.49
3. C -0.53
4. P 0.29
5. P 0.66
6. H 0.20
7. H 0.21
8. H -0.04
9. H 0.22

=====

Most stable: arrangement B (next structure +7.3 kcal/mol)

=====

Arrangement A

Formula: C6H12N3O
Source: OMol25
Level of theory: wB97M-V/def2-TZVPD

Geometry (Å):
C -3.089 0.981 -0.188
C -3.380 -0.503 -0.383
C 2.000 -0.958 0.437
C 0.890 -1.279 -0.523
C 2.000 0.570 0.448
C -1.551 -0.080 0.852
N -1.966 1.172 0.447
N 0.085 -0.138 -0.755
N 0.917 1.032 -0.428
O -2.332 -1.112 0.454
H -3.579 1.876 -0.408
H -4.216 -0.601 0.209
H -3.506 -0.852 -1.360
H 1.807 -1.351 1.455
H 2.910 -1.379 -0.040
H 1.263 -1.687 -1.544
H 0.272 -2.174 -0.158
H 1.927 1.021 1.494
H 3.083 1.051 0.301
H -1.034 -0.347 1.799
H 0.407 1.765 0.057
H 1.489 1.406 -1.324

The value obtained for the HOMO energy (alpha / beta) is -12.14 / -12.14 eV. The lowest unoccupied orbital energy (alpha / beta) comes out at -4.3 / -4.3 eV. As for the spin multiplicity: 1. As for the total charge: +1.

From a natural (NBO) analysis of the wavefunction, the atomic charges in e read:
1. C 0.18
2. C -0.15
3. C -0.46
4. C -0.28
5. C -0.29
6. C 0.48
7. N -0.48
8. N -0.40
9. N -0.41
10. O -0.43
11. H 0.24
12. H 0.23
13. H 0.25
14. H 0.24
15. H 0.25
16. H 0.20
17. H 0.23
18. H 0.23
19. H 0.25
20. H 0.23
21. H 0.45
22. H 0.42

=====

Arrangement B

Formula: C6H12N3O
Source: OMol25
Level of theory: wB97M-V/def2-TZVPD

Geometry (Å):
C 0.828 1.383 0.283
C -1.133 0.277 -0.018
C 1.726 2.350 0.190
C -3.481 0.894 -0.287
C -0.332 -2.088 0.441
C 2.123 -0.494 -0.790
N -2.360 0.048 -0.117
N -0.172 -0.734 -0.034
N 1.100 -0.111 0.218
O -0.488 1.517 0.034
H 1.224 3.258 0.076
H 2.716 2.084 0.389
H -3.883 0.679 -1.386
H -3.207 1.983 0.066
H -4.384 0.666 0.434
H -0.196 -2.724 -0.321
H 0.329 -2.225 1.205
H -1.295 -2.344 0.740
H 1.487 -0.396 -1.654
H 2.799 0.274 -0.728
H 2.741 -1.438 -0.709
H 1.284 -0.318 1.237

The value obtained for the HOMO energy is -13.18 eV. The lowest unoccupied orbital energy comes out at -3.3 eV. As for the spin multiplicity: 1. As for the structure (SMILES): C=C1O/C(=N\C)N(C)[N@H+]1C. As for the total charge: +1.

From a natural (NBO) analysis of the wavefunction, the atomic charges in e read:
1. C 0.42
2. C 0.65
3. C -0.43
4. C -0.46
5. C -0.41
6. C -0.41
7. N -0.47
8. N -0.27
9. N -0.23
10. O -0.45
11. H 0.27
12. H 0.24
13. H 0.24
14. H 0.20
15. H 0.23
16. H 0.22
17. H 0.19
18. H 0.27
19. H 0.25
20. H 0.22
21. H 0.27
22. H 0.44

=====

Arrangement C

Formula: C6H12N3O
Source: OMol25
Level of theory: wB97M-V/def2-TZVPD

Geometry (Å):
C 1.986 -0.796 -0.397
C 3.485 -0.634 0.109
C -3.477 -0.723 0.528
C -2.460 0.181 -0.083
C -1.013 -0.337 0.039
C -0.079 0.701 -0.625
N 3.509 0.716 0.511
N 2.426 1.391 0.402
N 1.269 0.206 -0.574
O 4.299 -1.484 0.142
H 1.599 -1.773 -0.585
H -4.351 -0.276 0.741
H -3.664 -1.667 -0.035
H -3.310 -1.224 1.525
H -2.510 0.197 -1.193
H -2.661 1.056 0.462
H -0.907 -0.347 1.189
H -0.704 -1.243 -0.405
H 0.075 1.688 -0.112
H -0.247 0.952 -1.613
H 4.346 1.083 0.052
H 2.390 2.332 -0.075

The value obtained for the HOMO energy is -14.08 eV. The lowest unoccupied orbital energy comes out at -5.2 eV. As for the spin multiplicity: 1. As for the structure (SMILES): [H]/N=[NH+]/C(=O)/C=N/CCCC. As for the total charge: +1.

From a natural (NBO) analysis of the wavefunction, the atomic charges in e read:
1. C 0.09
2. C 0.62
3. C -0.62
4. C -0.41
5. C -0.40
6. C -0.24
7. N -0.38
8. N -0.23
9. N -0.12
10. O -0.41
11. H 0.25
12. H 0.22
13. H 0.22
14. H 0.22
15. H 0.21
16. H 0.23
17. H 0.23
18. H 0.21
19. H 0.24
20. H 0.24
21. H 0.42
22. H 0.40

=====

Most stable: arrangement B (next structure +9.3 kcal/mol)

=====

Arrangement A

Formula: C2H2ClO2P
Source: OMol25
Level of theory: wB97M-V/def2-TZVPD

Geometry (Å):
C 0.555 -0.651 -0.490
C 0.433 0.748 -0.795
O 1.291 -1.551 -1.111
O 0.942 1.445 -1.653
P 1.606 -3.096 -0.973
Cl 0.496 -3.643 0.615
H -0.020 -0.998 0.361
H -0.270 1.201 -0.065

The value obtained for the HOMO energy (alpha / beta) is -8.64 / -7.17 eV. The lowest unoccupied orbital energy (alpha / beta) comes out at -0.6 / -3.2 eV. As for the spin multiplicity: 1. As for the total charge: 0.

From a natural (NBO) analysis of the wavefunction, the atomic charges in e read:
1. C -0.03
2. C 0.04
3. O -0.78
4. O -0.18
5. P 0.83
6. Cl -0.33
7. H 0.20
8. H 0.26

=====

Arrangement B

Formula: C2H2ClO2P
Source: OMol25
Level of theory: wB97M-V/def2-TZVPD

Geometry (Å):
C 0.142 0.518 -0.328
C -0.579 -0.037 -1.336
O 1.076 -0.294 0.247
O -0.014 -0.667 2.592
P 1.220 -0.866 1.855
Cl 0.152 2.077 0.410
H -1.387 0.353 -1.896
H -0.610 -1.083 -1.544

The value obtained for the HOMO energy is -9.58 eV. The lowest unoccupied orbital energy comes out at -0.6 eV. As for the spin multiplicity: 1. As for the structure (SMILES): C=C(Cl)OP=O. As for the total charge: 0.

From a natural (NBO) analysis of the wavefunction, the atomic charges in e read:
1. C 0.26
2. C -0.47
3. O -0.82
4. O -1.00
5. P 1.56
6. Cl 0.03
7. H 0.22
8. H 0.22

=====

Most stable: arrangement B (next structure +78.0 kcal/mol)

=====

Arrangement A

Formula: H10IO5
Source: OMol25
Level of theory: wB97M-V/def2-TZVPD

Geometry (Å):
I -0.439 -0.085 0.360
O -0.084 0.147 -3.128
H 0.046 0.331 -2.236
H 0.528 0.517 -3.489
O 2.644 0.383 -1.568
H 3.459 -0.216 -1.652
H 1.903 -0.135 -0.992
O -3.100 1.721 -1.039
H -2.456 1.200 -0.723
H -3.606 2.193 -0.304
O 0.745 1.473 3.366
H 0.270 1.293 4.184
H 0.452 0.933 2.714
O -0.080 -3.285 1.873
H 0.043 -2.563 1.346
H -0.330 -3.905 1.288

The value obtained for the HOMO energy is -4.85 eV. The lowest unoccupied orbital energy comes out at 3.4 eV. As for the spin multiplicity: 1. As for the total charge: -1.

From a natural (NBO) analysis of the wavefunction, the atomic charges in e read:
1. I -0.92
2. O -0.92
3. H 0.48
4. H 0.43
5. O -1.00
6. H 0.46
7. H 0.51
8. O -0.96
9. H 0.48
10. H 0.46
11. O -0.95
12. H 0.46
13. H 0.49
14. O -0.94
15. H 0.48
16. H 0.45

=====

Arrangement B

Formula: H10IO5
Source: OMol25
Level of theory: wB97M-V/def2-TZVPD

Geometry (Å):
I -0.051 0.335 -0.703
O -0.036 1.506 1.534
H -0.015 1.357 0.589
H 0.376 2.363 1.651
O 1.399 -1.501 -1.676
H 1.391 -1.805 -0.769
H 0.965 -0.648 -1.647
O -2.338 -0.082 -2.075
H -2.185 0.525 -2.799
H -1.589 0.043 -1.493
O -0.592 -0.347 1.625
H -0.412 -0.101 0.718
H -1.509 -0.622 1.621
O 1.257 -0.438 1.402
H 2.198 -0.610 1.450
H 1.140 0.023 0.571

The value obtained for the HOMO energy is -4.03 eV. The lowest unoccupied orbital energy comes out at 3.3 eV. As for the spin multiplicity: 1. As for the total charge: -1.

From a natural (NBO) analysis of the wavefunction, the atomic charges in e read:
1. I -0.19
2. O -0.94
3. H 0.34
4. H 0.42
5. O -0.99
6. H 0.46
7. H 0.37
8. O -0.97
9. H 0.45
10. H 0.38
11. O -0.89
12. H 0.29
13. H 0.42
14. O -0.93
15. H 0.43
16. H 0.37

=====

Most stable: arrangement A (next structure +277.6 kcal/mol)

=====

Arrangement A

Formula: CH2BrN
Source: OMol25
Level of theory: wB97M-V/def2-TZVPD

Geometry (Å):
C -2.639 0.500 0.396
N -1.645 0.028 0.025
Br 1.866 -0.087 0.191
H 3.265 0.112 -0.345
H -0.847 -0.553 -0.266

The value obtained for the HOMO energy is -11.50 eV. The lowest unoccupied orbital energy comes out at 0.1 eV. As for the spin multiplicity: 1. As for the total charge: 0.

From a natural (NBO) analysis of the wavefunction, the atomic charges in e read:
1. C 0.29
2. N -0.75
3. Br -0.23
4. H 0.24
5. H 0.45

=====

Arrangement B

Formula: CH2BrN
Source: OMol25
Level of theory: wB97M-V/def2-TZVPD

Geometry (Å):
C 0.251 0.060 -0.129
N -0.932 0.164 0.384
Br 1.270 1.609 -0.474
H 0.634 -1.009 -0.311
H -1.223 -0.824 0.530

The value obtained for the HOMO energy is -10.56 eV. The lowest unoccupied orbital energy comes out at 0.9 eV. As for the spin multiplicity: 1. As for the structure (SMILES): [H]/N=C/Br. As for the total charge: 0.

From a natural (NBO) analysis of the wavefunction, the atomic charges in e read:
1. C -0.02
2. N -0.59
3. Br 0.07
4. H 0.19
5. H 0.34

=====

Most stable: arrangement B (next structure +14.1 kcal/mol)